No. 1
Here is a molecular structure, C23H18ClF5FeN4O3S2 from the OMol25 dataset. Energies are from ωB97M-V/def2-TZVPD.

As for the charge: +1. Its gap between HOMO and LUMO (alpha / beta) is 6.48 / 5.62 eV. The lowest unoccupied orbital energy (alpha / beta) is -4.0 / -4.8 eV. Its HOMO energy (alpha / beta) is -10.5 / -10.5 eV. For the relative energy (zero: lowest compared OMol25 entry of this formula, charge and spin), the calculation gives 0.0000 eV. As for the expectation value of S²: 8.77. Its spin multiplicity is 6.

Each line ends with the Mulliken charge.
CARTESIAN COORDINATES (ANGSTROEM)
Fe1 -0.0129 -0.5075 -0.3848  0.339
C1 -1.7270 2.9869 1.8846  -1.903
C2 -1.2022 2.0018 0.8944  0.998
N1 -0.9662 0.7756 1.1692  0.672
N2 -1.2264 0.3023 2.4158  -0.760
C3 -0.9038 -0.9849 2.7204  0.629
N3 -1.2941 -1.3999 3.9271  -0.398
S1 -0.0318 -1.9761 1.6947  -0.363
C4 -0.9395 2.3646 -0.5265  0.503
C5 -1.2016 3.6104 -1.0581  -0.841
C6 -0.9730 3.8195 -2.4156  -0.560
C7 -0.5008 2.7807 -3.1907  -0.892
C8 -0.2591 1.5549 -2.5838  -0.347
N4 -0.4715 1.3589 -1.2841  0.430
H1 -1.1808 2.9071 2.8270  0.458
H2 -2.7891 2.8139 2.0795  0.393
H3 -1.6188 4.0088 1.5385  0.405
H4 -1.7534 0.8719 3.0613  0.306
H5 -1.8196 -0.8254 4.5647  0.183
H6 -1.0596 -2.3358 4.2123  0.242
H7 -1.5890 4.4114 -0.4477  0.321
H8 -1.1726 4.7878 -2.8540  0.459
H9 -0.3199 2.8985 -4.2494  0.492
H10 0.0936 0.6983 -3.1424  0.710
F1 6.0282 1.4532 2.6123  -0.277
C9 5.1413 0.8076 1.8701  0.718
C10 3.8502 1.3003 1.7542  -0.496
F2 3.5014 2.4175 2.3910  -0.287
C11 2.9407 0.6176 0.9781  -0.291
F3 1.6857 1.1145 0.8863  0.126
C12 3.2545 -0.5542 0.2979  0.650
S2 2.1230 -1.4063 -0.6972  -0.323
C13 4.5617 -1.0276 0.4452  0.333
F4 4.9282 -2.1452 -0.1698  -0.290
C14 5.4986 -0.3599 1.2130  0.136
F5 6.7329 -0.8281 1.3313  -0.261
C15 -0.2025 -3.6493 -6.0459  -1.346
C16 -0.9950 -2.3851 -5.8871  0.783
C17 -0.9997 -1.4031 -6.8641  -0.725
C18 -1.7256 -0.2326 -6.6901  0.048
Cl1 -1.6992 0.9840 -7.9349  -0.226
C19 -2.4644 -0.0230 -5.5462  -0.878
C20 -2.4698 -0.9983 -4.5531  -0.508
C21 -1.7405 -2.1640 -4.7255  0.849
O1 -1.6746 -3.1729 -3.7927  -0.470
C22 -2.2327 -2.9072 -2.5380  -0.950
C23 -1.4838 -1.8359 -1.7865  1.557
O2 -1.9361 -1.3925 -0.6968  -0.815
O3 -0.3781 -1.3873 -2.2129  -0.642
H11 0.2982 -3.6693 -7.0117  0.408
H12 -0.8449 -4.5269 -5.9683  0.319
H13 0.5493 -3.7356 -5.2599  0.260
H14 -0.4295 -1.5474 -7.7722  0.389
H15 -3.0380 0.8856 -5.4246  0.509
H16 -3.0505 -0.8173 -3.6591  0.382
H17 -2.1810 -3.8252 -1.9524  0.433
H18 -3.2866 -2.6204 -2.6000  0.412

---

No. 2
Here is a molecular structure, C23H18F3N2STi in a non-equilibrium geometry from the OMol25 dataset. Energies are from ωB97M-V/def2-TZVPD.

As for the charge: 0. Its gap between HOMO and LUMO (alpha / beta) is 6.09 / 6.95 eV. The lowest unoccupied orbital energy (alpha / beta) is -0.7 / -0.8 eV. Its HOMO energy (alpha / beta) is -6.8 / -7.7 eV. For the relative energy (zero: lowest compared OMol25 entry of this formula, charge and spin), the calculation gives 0.5945 eV. As for the expectation value of S²: 0.77. Its spin multiplicity is 2.

Each line ends with the Mulliken charge.
CARTESIAN COORDINATES (ANGSTROEM)
Ti1 0.7023 0.3259 -0.7107  -0.140
C1 -1.3357 0.4467 1.7830  -1.105
C2 0.0950 0.1950 2.1519  0.794
C3 0.5251 0.2078 3.4725  -0.957
C4 1.8637 0.0726 3.7715  -0.907
C5 2.7927 -0.1360 2.7271  0.998
C6 4.1733 -0.2774 2.9519  -0.872
C7 5.0387 -0.4619 1.9000  -0.708
C8 4.5517 -0.5574 0.6017  -0.659
C9 3.1955 -0.4462 0.3330  1.083
S1 2.6703 -0.6632 -1.3350  -0.588
C10 2.2919 -0.1951 1.3970  -0.632
N1 0.9577 0.0039 1.1359  0.834
H1 -1.8797 0.8453 2.6383  0.505
H2 -1.8137 -0.4869 1.4676  0.174
H3 -1.3808 1.1732 0.9583  0.113
H4 -0.1962 0.3557 4.2602  0.500
H5 2.2120 0.1268 4.7917  0.427
H6 4.5274 -0.2278 3.9691  0.394
H7 6.1012 -0.5451 2.0746  0.386
H8 5.2181 -0.7357 -0.2278  0.440
F1 1.7934 2.6895 -1.7445  -0.270
C11 1.1593 2.2624 -0.6043  0.666
F2 1.9703 2.6465 0.4330  -0.267
F3 0.0359 3.0532 -0.4883  -0.267
C12 -2.5115 -3.9360 -0.2515  -0.567
C13 -1.2271 -3.5800 0.1351  -0.830
C14 -0.6554 -2.4150 -0.3292  0.063
C15 -1.3743 -1.5563 -1.1828  0.346
C16 -2.6512 -1.9533 -1.6047  -0.440
C17 -3.2044 -3.1324 -1.1409  -0.639
N2 -0.7516 -0.4002 -1.5765  0.108
C18 -1.3972 0.7182 -2.0742  0.128
C19 -0.7042 1.4893 -3.0256  -0.222
C20 -1.2490 2.6717 -3.4903  -0.674
C21 -2.4780 3.1105 -3.0233  -0.559
C22 -3.1569 2.3696 -2.0679  -0.877
C23 -2.6296 1.1846 -1.5907  -0.117
H9 -2.9665 -4.8359 0.1289  0.399
H10 -0.6789 -4.2088 0.8225  0.421
H11 0.3722 -2.1510 -0.0646  0.388
H12 -3.1910 -1.3511 -2.3221  0.499
H13 -4.1951 -3.4182 -1.4641  0.384
H14 0.2523 1.1193 -3.4096  0.464
H15 -0.7247 3.2437 -4.2413  0.433
H16 -2.8970 4.0273 -3.4090  0.406
H17 -4.1086 2.7177 -1.6970  0.390
H18 -3.1436 0.6125 -0.8280  0.553

---

No. 3
Here is a molecular structure, C23H19F5MnN6O4 from the OMol25 dataset. Energies are from ωB97M-V/def2-TZVPD.

As for the charge: +1. Its gap between HOMO and LUMO (alpha / beta) is 7.16 / 7.77 eV. The lowest unoccupied orbital energy (alpha / beta) is -3.8 / -3.1 eV. Its HOMO energy (alpha / beta) is -10.9 / -10.9 eV. For the relative energy (zero: lowest compared OMol25 entry of this formula, charge and spin), the calculation gives 0.0000 eV. As for the expectation value of S²: 6.05. Its spin multiplicity is 5.

Each line ends with the Mulliken charge.
CARTESIAN COORDINATES (ANGSTROEM)
Mn1 -0.0201 -0.5433 0.3285  1.487
C1 4.2439 0.9378 0.0817  -1.959
C2 2.7420 0.9493 0.1458  1.252
O1 2.1636 -0.1523 0.2237  -0.304
C3 2.0266 2.2076 0.1136  0.591
C4 2.7573 3.4164 0.1640  -0.977
C5 2.1369 4.6389 0.1266  -0.947
C6 0.7428 4.6867 0.0133  -0.493
C7 -0.0026 3.5350 -0.0530  -0.646
C8 0.6179 2.2742 0.0004  0.214
O2 -0.1854 1.2326 -0.0880  -0.274
H1 4.6011 -0.0886 0.0801  0.304
H2 4.6707 1.4543 0.9408  0.427
H3 4.5978 1.4481 -0.8130  0.461
H4 3.8339 3.3832 0.2399  0.393
H5 2.7157 5.5487 0.1765  0.416
H6 0.2422 5.6451 -0.0268  0.441
H7 -1.0770 3.5657 -0.1620  0.529
N1 1.5212 -1.0470 5.4653  -0.390
C9 0.7579 -0.3932 4.5620  0.492
C10 0.8051 -0.7097 3.1900  -0.247
N2 0.0597 -0.0364 2.3278  0.411
C11 -0.7467 0.9397 2.7718  -0.404
C12 -0.7831 1.2147 4.1288  -0.559
N3 -0.0446 0.5678 5.0146  -0.603
H8 2.1501 -1.7813 5.2013  0.187
H9 1.4564 -0.7830 6.4327  0.252
H10 1.4424 -1.4893 2.7936  0.148
H11 -1.3345 1.4740 2.0418  0.478
H12 -1.4349 1.9932 4.5043  0.392
F1 -5.0035 -3.1332 -3.2589  -0.310
C13 -3.8587 -2.6293 -2.8068  0.631
C14 -2.6483 -3.1800 -3.2004  0.281
F2 -2.6301 -4.2259 -4.0238  -0.302
C15 -1.4571 -2.6543 -2.7229  -0.156
F3 -0.3021 -3.2292 -3.0848  -0.406
C16 -1.4383 -1.5573 -1.8575  1.088
O3 -0.2709 -1.0828 -1.4191  -0.866
C17 -2.6699 -1.0343 -1.4695  0.211
F4 -2.6915 -0.0446 -0.5700  -0.258
C18 -3.8659 -1.5551 -1.9281  -0.013
F5 -5.0189 -1.0394 -1.5184  -0.303
C19 -2.2219 -4.7353 0.5229  -0.884
N4 -0.8061 -4.3604 0.4689  0.168
C20 0.1458 -5.2374 0.0423  -0.213
C21 1.4266 -4.8653 -0.1584  -1.114
C22 1.7571 -3.4949 0.0826  0.636
N5 0.8338 -2.6640 0.5655  0.391
C23 -0.4453 -3.0649 0.6887  0.183
O4 -1.2845 -2.1756 0.9585  -0.805
N6 2.9713 -3.0116 -0.1389  -0.225
H13 -2.2923 -5.7825 0.8053  0.400
H14 -2.6830 -4.5725 -0.4507  0.243
H15 -2.7166 -4.1159 1.2655  0.284
H16 -0.1992 -6.2455 -0.1387  0.445
H17 2.1564 -5.5729 -0.5155  0.420
H18 3.6690 -3.5725 -0.5951  0.232
H19 3.0834 -2.0064 -0.0725  0.171

---

No. 4
Here is a molecular structure, C23H19F6N3O5Rh from the OMol25 dataset. Energies are from ωB97M-V/def2-TZVPD.

As for the charge: +1. Its gap between HOMO and LUMO (alpha / beta) is 8.56 / 6.27 eV. The lowest unoccupied orbital energy (alpha / beta) is -3.3 / -5.6 eV. Its HOMO energy (alpha / beta) is -11.8 / -11.9 eV. For the relative energy (zero: lowest compared OMol25 entry of this formula, charge and spin), the calculation gives 0.0000 eV. As for the expectation value of S²: 6.01. Its spin multiplicity is 5.

Each line ends with the Mulliken charge.
CARTESIAN COORDINATES (ANGSTROEM)
Rh1 0.0316 -0.2611 -0.0024  0.735
C1 -3.2803 4.4782 -4.7751  -1.768
C2 -2.6340 5.2301 -3.6209  0.489
C3 -3.6053 6.2163 -2.9993  -0.968
C4 -2.9736 6.9345 -1.8225  -0.954
C5 -2.5212 5.9326 -0.7990  0.907
C6 -2.4880 6.2382 0.5382  -0.726
C7 -2.0441 5.2983 1.4693  -0.015
F1 -2.0267 5.6513 2.7574  -0.334
C8 -1.6299 4.0552 1.1022  -1.009
C9 -1.6638 3.7142 -0.2599  0.676
C10 -1.1967 2.4129 -0.6790  2.156
O1 -0.7670 1.6134 0.2324  -1.089
C11 -1.2046 2.1333 -2.0486  -0.493
C12 -1.6707 3.0985 -2.9215  -0.631
N1 -2.1334 4.2848 -2.5601  0.229
C13 -2.1158 4.6441 -1.2082  -0.566
C14 -0.7632 0.8573 -2.6928  0.476
O2 -0.6209 0.7613 -3.8824  -0.608
O3 -0.6036 -0.1751 -1.8689  -0.625
H1 -3.7864 5.2019 -5.4123  0.427
H2 -4.0256 3.7703 -4.4083  0.416
H3 -2.5660 3.9478 -5.4015  0.533
H4 -1.7564 5.7735 -3.9803  0.137
H5 -4.5050 5.6814 -2.6796  0.341
H6 -3.9039 6.9241 -3.7714  0.393
H7 -3.6701 7.6389 -1.3699  0.468
H8 -2.1125 7.5157 -2.1666  0.320
H9 -2.7996 7.2155 0.8846  0.532
H10 -1.2757 3.3448 1.8340  0.587
H11 -1.6593 2.8648 -3.9751  0.631
F2 2.8944 0.0150 -0.9029  -0.244
C15 2.2211 -0.3279 0.1945  0.432
F3 2.5033 -1.6201 0.5062  -0.230
C16 2.6270 0.5619 1.3785  0.883
F4 1.8372 0.2398 2.4266  -0.223
F5 3.8917 0.3963 1.7402  -0.240
F6 2.4197 1.8409 1.0787  -0.231
O4 2.7985 -5.2757 4.2890  -0.515
C17 1.4742 -5.2383 4.7664  -0.376
N2 0.7755 -4.4357 3.7782  -0.145
C18 -0.5285 -4.1527 3.9238  0.324
O5 -1.2065 -4.5751 4.8416  -0.621
C19 -1.1823 -3.3298 2.8411  0.046
C20 -2.5523 -3.4654 2.6617  -0.206
C21 -3.1933 -2.7061 1.6987  -0.914
C22 -2.4509 -1.8142 0.9514  -0.211
N3 -1.1345 -1.6612 1.1412  -0.114
C23 -0.5092 -2.4057 2.0678  -0.107
H12 3.3342 -5.8147 4.8782  0.311
H13 1.3937 -4.7585 5.7444  0.290
H14 1.0244 -6.2328 4.8232  0.301
H15 1.2982 -4.2115 2.9478  0.238
H16 -3.0911 -4.1623 3.2904  0.514
H17 -4.2556 -2.7976 1.5249  0.419
H18 -2.9011 -1.2021 0.1812  0.493
H19 0.5517 -2.2253 2.1957  0.455